Entry 1:
Entry from the Open Molecules 2025 dataset: one molecule with the formula CH4NO3P at a distorted geometry (wB97M-V/def2-TZVPD).

Results
- molecular weight (g/mol) = 109.02
- relative energy (zero: lowest compared OMol25 entry of this formula, charge and spin) (kcal/mol) = 26.5
- HOMO-LUMO gap (eV) = 10.0
- structure (SMILES) = [H]/N=C/OP(O)O
- LUMO energy (eV) = 0.697

Last column: Löwdin charge in e.
Element x y z (Å)
P -1.08 -0.16 0.35  0.9495
O -1.01 -1.43 -0.69  -0.2856
O -2.41 0.60 -0.18  -0.2794
O 0.34 1.06 -0.46  -0.2353
N 1.57 -0.24 0.82  0.0284
C 1.49 0.81 0.12  -0.4642
H 2.37 -0.20 1.40  0.0253
H -0.39 -2.17 -0.52  0.0806
H -3.07 0.19 -0.76  0.0815
H 2.18 1.55 -0.07  0.0993



Entry 2:
Entry from the Open Molecules 2025 dataset: a 2-piece molecular cluster, CH4NO3S2 overall at a distorted geometry (wB97M-V/def2-TZVPD).

Results
- molecular weight (g/mol) = 142.18
- net charge = -1
- relative energy (zero: lowest compared OMol25 entry of this formula, charge and spin) (kcal/mol) = 62.9
- HOMO-LUMO gap (spin up / spin down) (eV) = 6.1 / 6.1
- LUMO energy (spin up / spin down) (eV) = 2.139 / 2.141

Last column: Löwdin charge in e.
Element x y z (Å)
S -1.31 0.08 -0.02  0.3285
S 2.52 -0.26 0.31  0.4236
O -2.49 -0.71 0.35  -0.3644
O -0.98 1.23 0.88  -0.4090
O -1.36 0.64 -1.38  -0.3831
N 1.91 1.18 -0.32  -0.5333
C -0.29 -1.30 0.29  -0.1214
H 1.09 1.66 0.10  0.0005
H -0.08 -1.33 1.40  0.0363
H -0.52 -2.13 -0.39  0.0375
H 1.50 0.92 -1.22  -0.0152